# 1
20
Properties=species:S:1:pos:R:3:forces:R:3 method="wB97M-V/def2-TZVPD" smiles="C=CCN.O.O.O" lumo_ev=0.52 fmax_ev_per_a=4.626
C -1.861 0.753 -0.264 4.608 -0.083 0.400
C -0.762 -0.081 -0.255 -1.556 -0.371 -0.172
C -0.945 -1.621 -0.036 -1.518 1.589 -1.102
N 0.006 -2.474 0.604 1.311 0.680 0.684
H -1.606 1.830 -0.125 -0.853 -0.906 -0.950
H -2.831 0.369 -0.350 -1.373 -0.348 0.559
H 0.260 0.230 -0.493 -0.689 0.360 0.585
H -1.253 -1.941 -1.026 -0.164 -0.660 -0.376
H -1.811 -1.655 0.613 -0.409 -0.217 -0.106
H 0.827 -2.742 0.096 0.355 0.389 -0.566
H -0.416 -3.337 0.840 -0.652 -0.727 0.406
O 0.122 3.069 -1.234 0.165 -0.137 0.485
H 0.348 3.099 -0.289 -0.004 0.143 -0.407
H 0.427 2.183 -1.469 -0.004 0.241 -0.050
O 2.445 0.968 -0.830 0.162 0.271 -0.084
H 2.173 0.551 -1.651 0.140 -0.244 0.037
H 2.309 0.337 -0.114 -0.201 -0.040 -0.022
O 0.845 0.380 1.627 0.594 -0.487 1.757
H 1.423 0.445 2.407 0.168 0.459 -0.357
H 0.301 -0.362 1.948 -0.080 0.086 -0.721

---

# 2
12
Properties=species:S:1:pos:R:3:forces:R:3 method="wB97M-V/def2-TZVPD" smiles="NC=O.NC=O" lumo_ev=0.65 fmax_ev_per_a=1.326
N -2.637 1.062 -0.894 -0.379 -0.143 -0.893
C -2.082 0.603 0.312 0.769 0.007 0.249
O -1.182 1.112 0.929 -0.286 0.260 -0.046
H -2.810 2.049 -1.001 0.341 0.365 0.557
H -2.071 0.798 -1.700 -0.224 -0.350 0.214
H -2.509 -0.337 0.674 -0.148 -0.208 -0.116
N 1.763 -0.375 0.245 -0.367 0.905 -0.897
C 2.643 -1.386 0.379 -0.217 -0.114 0.799
O 3.441 -1.674 -0.474 0.420 -0.207 -0.349
H 1.856 0.128 -0.625 -0.013 -0.032 -0.010
H 0.982 -0.072 0.804 0.249 -0.469 0.541
H 2.605 -1.907 1.351 -0.144 -0.014 -0.048

---

# 3
168
Properties=species:S:1:pos:R:3:forces:R:3 method="wB97M-V/def2-TZVPD" smiles=COCCNCCOC.COCCNCCOC.COCCNCCOC.COCCNCCOC.COCCNCCOC.COCCNCCOC.CC(C)O.CC(C)O lumo_ev=0.54 fmax_ev_per_a=2.788
C 31.928 -14.063 -2.597 0.199 0.111 0.034
O 32.789 -13.001 -2.370 0.369 1.153 0.533
C 33.935 -12.963 -3.160 2.001 0.977 1.559
C 34.972 -12.020 -2.391 -1.291 -0.499 -0.761
N 34.387 -10.687 -2.250 0.070 0.296 -0.157
C 35.166 -9.735 -1.435 -0.665 0.497 -0.646
C 34.448 -8.367 -1.121 0.009 -1.026 -1.563
O 33.384 -8.567 -0.250 -0.420 0.009 1.997
C 32.927 -7.394 0.439 0.346 -0.388 -0.537
H 31.108 -13.871 -1.905 -0.368 -0.349 -0.483
H 32.417 -15.000 -2.331 -0.038 -0.336 -0.041
H 31.687 -14.058 -3.660 -0.695 -0.351 -0.027
H 33.768 -12.587 -4.169 -0.206 -0.042 -0.138
H 34.415 -13.942 -3.159 -0.032 -0.328 -0.396
H 35.926 -12.048 -2.917 -0.041 0.491 -0.409
H 35.210 -12.498 -1.440 -0.244 -0.137 0.467
H 33.453 -10.803 -1.885 -0.101 0.030 0.186
H 36.026 -9.493 -2.059 0.333 0.109 0.261
H 35.493 -10.233 -0.522 0.179 0.279 0.404
H 33.996 -7.946 -2.019 0.168 -0.235 -0.760
H 35.165 -7.585 -0.868 0.278 -0.201 0.910
H 32.216 -7.638 1.228 -0.140 -0.451 -0.378
H 32.467 -6.734 -0.296 -0.107 0.309 0.115
H 33.739 -6.883 0.957 0.325 0.101 -0.218
C 30.343 -2.775 -13.381 -0.363 -0.519 0.863
O 30.318 -2.944 -11.972 0.407 0.643 0.462
C 29.883 -4.223 -11.492 0.570 1.546 0.253
C 29.926 -4.179 -9.932 -0.541 -0.257 -1.392
N 29.162 -5.308 -9.407 0.404 0.405 0.021
C 28.845 -5.092 -8.013 -1.231 -1.913 0.294
C 27.812 -6.171 -7.578 -0.509 0.227 -1.042
O 26.575 -5.898 -8.270 0.781 1.462 -0.610
C 25.598 -6.904 -8.226 0.495 0.642 0.468
H 30.764 -1.799 -13.623 0.472 -0.267 0.203
H 29.336 -2.734 -13.796 -0.311 -0.365 -0.069
H 30.889 -3.631 -13.777 0.176 0.250 -0.657
H 30.554 -4.987 -11.884 -0.188 -0.347 -0.064
H 28.871 -4.292 -11.890 -0.310 -0.829 0.312
H 29.497 -3.228 -9.618 -0.137 0.303 -0.029
H 30.948 -4.195 -9.553 0.101 -0.184 -0.162
H 28.279 -5.364 -9.893 -0.158 0.017 -0.190
H 28.336 -4.146 -7.829 0.280 0.466 0.147
H 29.744 -5.227 -7.412 0.011 0.302 0.136
H 27.664 -6.151 -6.499 -0.076 -0.100 0.157
H 28.074 -7.167 -7.934 0.701 -0.168 0.380
H 24.686 -6.535 -8.695 0.044 0.229 0.186
H 25.469 -7.030 -7.151 -0.678 -1.117 -0.057
H 25.908 -7.766 -8.816 0.112 -0.486 0.435
C 28.096 -10.999 -6.669 -0.669 -0.283 -0.926
O 29.182 -10.296 -6.190 0.983 0.703 0.687
C 30.312 -10.348 -7.049 0.351 0.242 0.033
C 31.502 -9.504 -6.479 -1.246 -0.408 -0.071
N 32.352 -9.100 -7.556 0.521 0.108 -0.713
C 33.438 -8.250 -7.096 0.687 -0.355 -0.723
C 34.469 -7.988 -8.218 -1.054 1.081 -0.366
O 33.920 -7.034 -9.184 -0.412 -0.480 0.837
C 34.682 -6.837 -10.353 0.352 -0.322 0.404
H 27.939 -10.807 -7.730 0.306 -0.192 -0.507
H 27.143 -10.644 -6.277 0.261 -0.046 0.811
H 28.236 -12.069 -6.514 -0.268 -0.207 0.001
H 30.006 -9.992 -8.033 0.006 0.927 -0.172
H 30.581 -11.358 -7.358 0.316 -0.555 0.826
H 32.134 -9.974 -5.726 -0.284 -0.615 -0.011
H 31.067 -8.648 -5.964 -0.359 0.300 0.178
H 31.811 -8.555 -8.211 -0.101 0.016 -0.292
H 33.994 -8.790 -6.329 -0.006 -0.105 0.181
H 33.033 -7.355 -6.625 0.295 0.506 -0.072
H 34.703 -8.939 -8.695 -0.057 -0.085 -0.186
H 35.387 -7.574 -7.800 0.138 0.129 0.085
H 34.297 -6.037 -10.986 -0.462 0.042 0.399
H 34.688 -7.747 -10.953 0.282 -0.165 -0.104
H 35.690 -6.537 -10.065 0.365 -0.151 -0.195
C 31.752 -3.262 -4.542 1.301 0.657 0.166
O 33.132 -3.590 -4.697 0.578 -0.249 1.203
C 33.973 -2.616 -5.349 -1.259 -0.919 -1.156
C 35.421 -3.085 -5.323 1.460 0.382 0.143
N 36.345 -2.442 -6.303 -2.006 0.367 0.161
C 35.840 -2.689 -7.637 0.665 1.520 -0.499
C 36.859 -2.117 -8.641 -0.021 -0.951 0.011
O 36.343 -2.136 -9.945 -0.257 0.113 1.009
C 37.205 -1.768 -10.960 -0.794 -0.508 -2.624
H 31.249 -4.113 -4.082 0.065 -0.052 -0.388
H 31.329 -2.944 -5.495 -0.306 -0.236 -0.145
H 31.679 -2.426 -3.846 -0.238 0.218 0.091
H 33.857 -1.586 -5.009 -0.146 0.002 0.317
H 33.546 -2.737 -6.344 0.515 0.934 -0.608
H 35.406 -4.157 -5.518 -0.048 -0.315 0.395
H 35.862 -2.827 -4.360 -0.210 -0.555 0.284
H 37.334 -2.614 -6.195 -0.259 -0.486 0.316
H 34.927 -2.105 -7.751 -0.051 0.009 -0.159
H 35.547 -3.730 -7.778 0.327 -0.359 -0.460
H 37.737 -2.763 -8.654 0.451 -0.059 0.295
H 37.170 -1.108 -8.372 -0.114 0.129 0.316
H 38.141 -2.292 -11.153 0.289 -0.499 1.083
H 37.413 -0.723 -11.188 -0.242 0.494 0.914
H 36.587 -2.109 -11.792 0.273 0.302 -0.691
C 19.439 -12.972 9.186 0.231 -0.042 -0.456
O 20.821 -12.716 9.120 -0.048 1.074 -0.197
C 21.457 -13.485 8.132 1.828 0.187 0.683
C 22.963 -13.082 8.121 0.156 -1.091 0.025
N 23.789 -13.959 7.258 0.228 -0.183 0.509
C 25.241 -13.652 7.360 -0.113 0.111 -0.697
C 26.138 -14.467 6.424 -1.275 0.914 -1.765
O 25.878 -14.044 5.064 -1.217 0.451 0.429
C 26.456 -14.801 4.022 0.589 0.635 1.463
H 19.316 -14.013 9.483 -0.501 -0.039 0.366
H 18.975 -12.850 8.207 -0.075 -0.025 -0.290
H 18.960 -12.238 9.834 0.210 -0.328 0.314
H 21.050 -13.341 7.131 -0.450 -0.176 -0.068
H 21.421 -14.508 8.507 -0.120 -0.493 -0.739
H 23.325 -13.278 9.131 -0.012 0.507 0.160
H 23.118 -12.043 7.828 -0.259 0.324 0.291
H 23.490 -13.780 6.310 0.352 -0.086 -0.403
H 25.698 -13.809 8.337 -0.729 -0.214 0.453
H 25.397 -12.594 7.147 0.226 0.308 -0.157
H 25.839 -15.515 6.469 0.635 -0.292 0.458
H 27.180 -14.182 6.564 0.211 -0.706 0.686
H 27.492 -14.934 4.333 0.509 -0.217 -0.595
H 26.388 -14.145 3.154 -0.030 -0.571 -0.234
H 26.024 -15.798 3.926 -0.334 0.015 -0.335
C 22.370 -14.526 3.634 0.264 0.677 -0.692
O 23.003 -13.273 3.436 0.549 0.818 -0.347
C 22.141 -12.135 3.338 0.039 -0.167 -0.679
C 22.786 -10.867 2.716 0.234 -0.408 1.505
N 23.999 -10.542 3.464 0.506 0.104 -0.084
C 24.918 -9.655 2.764 0.575 0.811 0.270
C 26.144 -9.301 3.615 0.870 -0.585 0.282
O 27.070 -8.369 3.043 0.199 0.052 0.025
C 26.610 -7.030 2.894 -0.894 -0.548 -0.260
H 21.600 -14.692 2.881 -0.407 0.120 0.003
H 21.944 -14.591 4.635 0.033 -0.311 0.101
H 23.132 -15.272 3.408 0.015 -0.060 0.585
H 21.769 -11.894 4.334 -0.245 0.068 0.063
H 21.345 -12.411 2.647 -0.560 0.028 0.227
H 22.125 -10.026 2.927 -0.483 -0.134 -0.292
H 22.895 -10.947 1.635 0.304 -0.228 -0.220
H 24.539 -11.391 3.540 -0.113 -0.480 0.413
H 24.533 -8.666 2.516 -0.886 -0.312 -0.336
H 25.254 -10.190 1.875 0.246 0.492 -0.530
H 26.714 -10.219 3.753 0.325 -0.052 -0.138
H 25.939 -9.006 4.644 -0.733 0.350 -0.016
H 25.909 -7.039 2.059 -0.146 0.483 -0.104
H 27.390 -6.300 2.676 0.437 -0.613 -0.047
H 26.090 -6.651 3.773 -0.123 -0.186 0.298
C 28.374 -11.442 -1.439 0.400 -0.501 -0.369
C 28.225 -9.934 -1.395 0.979 -0.456 -1.680
C 29.528 -9.157 -1.493 0.604 0.080 1.383
O 27.442 -9.561 -2.542 -1.110 0.362 0.943
H 28.860 -11.878 -0.566 -0.023 0.140 0.125
H 28.967 -11.730 -2.307 0.219 -0.032 -0.149
H 27.403 -11.916 -1.585 -0.135 0.094 0.244
H 27.810 -9.740 -0.406 -0.850 0.759 -0.449
H 30.109 -9.024 -2.406 -0.584 -0.826 -0.535
H 30.181 -9.661 -0.780 0.481 0.421 0.216
H 29.366 -8.126 -1.179 -0.083 -0.013 0.336
H 27.825 -10.022 -3.292 0.157 -0.016 -0.104
C 22.982 -12.229 -2.470 0.760 0.156 -0.416
C 23.447 -13.687 -2.370 0.348 1.236 1.175
C 23.634 -14.142 -0.940 0.031 0.082 0.325
O 22.482 -14.463 -2.967 -0.834 -1.470 -1.307
H 23.729 -11.486 -2.192 0.041 -0.130 0.501
H 22.072 -12.099 -1.884 -0.015 0.111 0.125
H 22.775 -11.973 -3.508 -0.237 -0.242 -0.113
H 24.417 -13.849 -2.839 -0.161 0.081 -0.630
H 22.694 -14.067 -0.394 -0.047 0.253 0.159
H 24.404 -13.530 -0.471 -0.014 -0.093 0.294
H 23.911 -15.195 -0.900 0.200 0.036 -0.106
H 21.617 -14.086 -2.788 -0.050 0.004 0.029

---

# 4
104
Properties=species:S:1:pos:R:3:forces:R:3 method="wB97M-V/def2-TZVPD" smiles=CCN(CC)CC.CCN(CC)CC.CCN(CC)CC.CCN(CC)CC.ClCCCl.ClCCCl lumo_ev=0.42 fmax_ev_per_a=10.489
C 6.230 1.413 2.370 -2.528 0.000 2.878
C 4.913 0.654 2.110 1.078 0.557 -3.539
N 4.918 0.296 0.586 -0.159 5.101 2.443
C 4.563 -0.983 0.299 2.265 -0.548 3.709
C 3.488 -1.609 1.011 -4.211 -1.548 -2.719
C 4.324 1.382 -0.197 0.982 1.776 1.679
C 4.440 1.260 -1.699 4.247 -1.066 -0.081
H 6.353 2.272 1.770 -0.654 1.515 -0.391
H 7.116 0.906 2.048 0.479 -1.182 0.883
H 6.000 1.687 3.506 1.844 -0.235 -2.098
H 4.020 1.258 2.328 0.259 0.031 0.040
H 4.858 -0.223 2.721 0.092 -0.687 0.125
H 5.486 -1.464 0.366 1.700 -1.974 1.209
H 4.515 -1.100 -0.661 -1.374 -0.397 -5.950
H 3.127 -1.482 1.992 0.034 1.197 1.172
H 3.575 -2.648 0.945 0.679 -2.031 0.059
H 2.626 -1.557 0.243 0.225 0.425 1.659
H 4.821 2.383 0.282 -1.024 -2.158 -1.664
H 3.254 1.562 -0.083 -0.578 -0.212 0.782
H 5.639 0.961 -1.994 -3.431 0.699 0.602
H 4.266 2.243 -2.063 -0.252 0.673 -0.805
H 3.741 0.539 -2.129 0.200 0.049 0.009
C -5.206 -0.715 4.399 -2.747 3.837 0.266
C -4.744 0.855 4.540 -1.113 -2.847 -2.259
N -4.444 1.467 3.186 2.593 2.458 0.280
C -5.418 1.517 2.130 3.995 -8.642 -0.608
C -6.757 1.443 2.434 -8.112 3.194 2.060
C -4.230 2.904 3.329 1.584 0.027 4.576
C -3.429 3.592 2.288 -0.458 1.622 -3.668
H -4.597 -1.350 3.870 1.411 -1.041 -1.862
H -6.257 -0.578 4.010 1.252 -0.803 -0.468
H -5.441 -1.259 5.283 0.348 0.218 1.505
H -3.906 0.845 5.238 0.007 0.901 -0.436
H -5.646 1.348 4.851 -0.216 0.434 1.194
H -5.349 0.360 1.939 0.415 1.072 -0.539
H -5.161 1.720 1.080 0.435 1.201 0.891
H -7.351 1.044 3.335 2.158 0.358 -0.527
H -7.127 0.805 1.714 -1.603 -1.042 -1.818
H -7.332 2.401 2.295 0.329 -0.388 0.039
H -3.659 2.950 4.411 -1.376 0.788 -2.421
H -5.224 3.360 3.362 0.029 0.536 0.698
H -2.502 2.978 2.037 -0.904 1.423 0.255
H -3.369 4.737 2.375 0.978 -1.722 1.080
H -4.051 3.807 1.279 1.101 -1.628 1.704
C -1.234 0.731 -2.794 3.298 1.512 2.068
C -1.787 2.180 -2.561 -0.643 -1.952 -0.866
N -0.974 3.353 -2.922 3.827 -2.631 3.898
C -1.584 4.572 -3.185 -5.133 -7.155 -2.284
C -2.750 4.831 -2.434 -4.989 3.454 2.553
C -0.037 3.557 -1.783 1.408 1.845 -2.985
C 1.304 4.263 -2.248 -2.625 0.156 -0.344
H -0.509 0.281 -2.005 -1.368 1.037 -0.676
H -0.589 0.816 -3.595 1.183 -0.292 -2.353
H -1.974 0.029 -2.948 -1.706 -1.273 -0.359
H -1.985 2.012 -1.519 -0.911 1.349 0.989
H -2.706 2.059 -3.159 0.073 1.045 0.363
H -1.824 4.281 -4.190 -1.681 0.505 -1.332
H -1.065 5.292 -3.453 5.832 6.745 -1.114
H -3.247 3.895 -1.980 0.373 1.706 -1.199
H -3.473 5.582 -3.067 1.150 -2.320 1.365
H -2.597 5.528 -1.559 0.241 -0.850 -0.434
H 0.328 2.664 -1.555 1.273 -4.332 1.170
H -0.415 3.913 -0.865 -1.050 1.154 0.954
H 1.661 3.637 -3.107 0.361 0.653 1.129
H 1.891 4.425 -1.341 0.573 -0.282 -0.547
H 0.994 5.244 -2.642 0.572 -0.140 0.032
C 2.452 -5.269 -5.581 8.602 5.332 2.755
C 1.962 -3.936 -4.955 1.000 1.214 2.257
N 1.222 -4.086 -3.632 -1.139 -0.455 -2.075
C 1.972 -4.570 -2.517 0.361 -5.599 -4.801
C 3.175 -3.905 -2.160 7.226 -1.311 -2.114
C 0.473 -2.923 -3.273 -1.603 -1.656 -1.512
C -0.812 -3.354 -2.428 6.997 -5.284 0.392
H 3.468 -5.742 -5.057 -3.051 1.163 -1.368
H 2.581 -5.154 -6.598 1.125 0.620 -2.220
H 1.673 -5.742 -5.566 -8.072 -6.632 0.935
H 1.340 -3.234 -5.536 -0.151 -1.174 -0.390
H 2.807 -3.252 -4.754 0.299 -0.299 -0.127
H 2.418 -5.471 -3.101 -0.746 0.463 1.287
H 1.447 -5.135 -1.713 -0.085 1.245 -0.326
H 3.893 -3.142 -2.751 -2.138 -1.993 -0.510
H 4.009 -4.753 -1.951 -1.892 2.294 0.621
H 2.977 -3.222 -1.505 -0.527 3.383 5.487
H -0.039 -2.572 -4.297 1.529 0.297 2.382
H 1.274 -2.325 -2.743 -1.773 0.971 -0.399
H -1.475 -3.993 -2.822 -2.240 -1.849 -2.576
H -1.087 -2.498 -2.269 -4.514 9.029 2.231
H -0.644 -3.834 -1.460 0.780 0.300 0.066
Cl -0.564 -2.544 1.242 -0.338 -0.070 -0.087
C -0.465 -0.760 1.125 -0.971 -1.666 -3.181
C -1.709 0.006 1.125 -1.563 -0.758 0.472
Cl -2.914 -0.739 -0.053 0.653 0.906 0.556
H 0.049 -0.497 0.229 0.551 -0.377 -0.952
H 0.177 -0.585 1.857 2.474 1.564 3.594
H -1.453 1.030 0.896 -0.353 0.314 -0.451
H -2.187 -0.028 2.091 -0.458 0.130 0.182
Cl 1.674 -1.010 4.680 0.317 0.583 -0.523
C 0.438 -2.215 5.156 4.625 -0.271 0.550
C 0.943 -3.561 4.738 -1.735 -0.557 -1.737
Cl -0.173 -4.654 5.640 -0.314 -0.597 -0.283
H -0.436 -1.874 4.833 -3.715 0.740 -2.115
H 0.408 -2.073 6.180 0.030 -0.288 2.254
H 1.919 -3.889 5.147 -0.387 0.840 -0.949
H 0.705 -3.621 3.562 1.159 -0.428 2.701

---

One value per record, in order, for orbital gap: 9.29, 10.62, 9.11, 8.25 eV.
One value per record, in order, for total energy: -10952.5361, -9246.2057, -82866.6121, -86170.9672 eV.